No. 1
ORCA calculation (wB97M-V/def2-TZVPD) on an isolated molecule of C22H32N4O3S.

Calculated values
SMILES = CC(C)CNC(=S)N(CCCN(C)C)Cc1cc2cc3c(cc2[nH]c1=O)OCCO3
Largest force on an atom = 0.930 eV/A
E = -46272.3531 eV

ORCA input file:
```
! RIJCOSX wB97M-V def2-TZVPD def2/J DEFGRID3
* xyz 0 1
C -2.84590 -4.70574 0.77312
H -3.70949 -5.35108 0.91720
H -2.90671 -3.89483 1.49537
H -1.94705 -5.28315 0.98200
C -2.81526 -4.17354 -0.65701
C -2.77935 -5.32291 -1.65915
H -1.87669 -5.91612 -1.52470
H -2.79461 -4.94091 -2.67683
H -3.64097 -5.97198 -1.52277
C -1.60038 -3.25936 -0.87772
N -1.64334 -2.05715 -0.08206
C -2.30635 -0.95072 -0.48075
N -2.35306 0.09827 0.37855
C -3.19702 1.23782 0.09252
H -3.62235 1.60959 1.02757
C -2.46981 2.37800 -0.62101
C -3.43249 3.53295 -0.89113
N -3.99899 4.06340 0.34077
C -3.08093 4.94479 1.03004
H -3.52572 5.25363 1.97525
H -2.84052 5.84790 0.44500
H -2.15374 4.41796 1.24566
C -5.26842 4.72149 0.11370
H -5.96446 4.01424 -0.33406
H -5.67457 5.04707 1.07077
H -5.18413 5.59996 -0.54556
H -4.25204 3.15271 -1.50421
H -2.91506 4.31843 -1.46936
H -2.07856 2.01070 -1.57067
H -1.63352 2.72399 -0.01135
H -4.01119 0.89095 -0.54771
C -1.55268 0.12615 1.58911
C -0.08058 -0.09568 1.33698
C 0.67293 0.73460 0.58056
C 2.06490 0.51176 0.37204
C 2.86802 1.36727 -0.38703
C 4.21465 1.11850 -0.54787
C 4.78836 -0.02931 0.03690
C 4.01004 -0.87239 0.81037
C 2.65586 -0.60957 0.98800
N 1.86330 -1.43527 1.73876
C 0.51457 -1.28484 1.93847
O -0.11138 -2.12788 2.56806
H 2.28158 -2.25891 2.15576
H 4.47358 -1.73704 1.25812
O 6.10243 -0.34770 -0.13658
C 6.73367 0.37447 -1.17439
C 6.35392 1.85069 -1.09310
H 6.83480 2.42856 -1.88314
O 4.96349 2.00512 -1.27500
H 6.64978 2.24808 -0.11227
H 7.80644 0.22997 -1.04159
H 6.42367 -0.02781 -2.14804
H 2.44314 2.24021 -0.85550
H 0.22539 1.59716 0.10967
H -1.89670 -0.63297 2.30556
H -1.69615 1.10780 2.04523
S -2.99157 -0.85004 -1.99130
H -1.45878 -2.19060 0.90199
H -1.56340 -2.95714 -1.92726
H -0.68037 -3.79432 -0.62468
H -3.71502 -3.57654 -0.83808
*
```

=====

No. 2
ORCA calculation (wB97M-V/def2-TZVPD) on an isolated molecule of C22H32N4O4 at a distorted geometry.

Calculated values
SMILES = CCCN1CCC(NC(=O)CCc2nnc(Cc3cc(OC)ccc3OC)o2)CC1
Largest force on an atom = 1.365 eV/A
E = -37483.4477 eV

ORCA input file:
```
! RIJCOSX wB97M-V def2-TZVPD def2/J DEFGRID3
* xyz 0 1
C 2.15927 -2.84310 3.74774
H 2.57293 -2.80243 4.75335
C 0.91209 -3.71897 3.72039
H 0.58076 -3.85404 2.68954
C -0.22714 -3.09948 4.53536
N -0.84348 -2.00380 3.80374
C -1.29323 -0.91999 4.66316
C -1.99599 0.17412 3.84042
C -1.70654 -0.00647 2.34996
N -0.27957 0.05480 2.11016
C 0.27660 0.77965 1.13196
O -0.32695 1.60742 0.47365
C 1.75701 0.48054 0.89811
H 2.30961 0.51335 1.83750
H 2.14734 1.24522 0.22508
C 1.89730 -0.90681 0.24608
C 0.87243 -1.03065 -0.81755
N -0.24231 -1.67928 -0.74319
N -0.92163 -1.42817 -1.88538
C -0.18480 -0.64277 -2.59860
O 0.98194 -0.35624 -1.97806
C -0.48944 -0.08735 -3.93603
C -0.06926 1.35852 -4.03471
C -0.49063 2.26582 -3.07433
C -0.11098 3.60224 -3.14294
C 0.70415 4.01160 -4.19590
C 1.12770 3.11409 -5.15520
C 0.74734 1.77875 -5.08871
O 1.12066 0.81989 -5.99967
C 1.92925 1.20781 -7.08037
H 1.43399 1.95754 -7.70617
H 2.09108 0.30328 -7.66553
H 2.89612 1.59665 -6.74372
H 1.75837 3.47018 -5.95403
H 0.99949 5.04745 -4.24758
O -0.47807 4.56693 -2.26005
C -1.33343 4.20999 -1.19364
H -1.46223 5.11938 -0.60878
H -2.30830 3.87870 -1.56596
H -0.89828 3.42900 -0.56689
H -1.10646 1.90896 -2.26375
H -1.56184 -0.20251 -4.10508
H 0.04401 -0.66181 -4.69676
H 2.89535 -1.02169 -0.17991
H 1.71839 -1.70076 0.97048
H 0.21507 -0.70895 2.55423
C -2.24474 -1.36636 1.89103
C -1.93024 -2.44285 2.94125
H -1.63074 -3.36549 2.44302
H -2.82813 -2.66670 3.54445
H -3.32151 -1.30017 1.73766
H -1.78049 -1.61876 0.93671
H -2.15908 0.80173 1.76800
H -3.07585 0.11984 3.98132
H -1.66418 1.15884 4.16954
H -0.41074 -0.50687 5.16056
H -1.97804 -1.28741 5.44824
H 0.18261 -2.71259 5.47223
H -0.96861 -3.87168 4.79427
H 1.15147 -4.70263 4.12803
H 1.91821 -1.82813 3.44077
H 2.92238 -3.23739 3.08048
*
```

=====

No. 3
ORCA calculation (wB97M-V/def2-TZVPD) on a structure of composition C22H32N4O5OsSSi2 at a distorted geometry.

Calculated values
Largest force on an atom = 1.039 eV/A
E = -68584.8706 eV

ORCA input file:
```
! RIJCOSX wB97M-V def2-TZVPD def2/J DEFGRID3
* xyz 0 1
Os -0.05382 -0.99916 0.96565
C 0.37156 5.45572 -0.72445
C -0.05150 5.08579 0.69068
N 0.56538 3.86521 1.18937
C 0.32585 2.58402 0.74681
S -1.33482 2.50050 0.11492
N 1.31911 1.78782 0.92324
N 1.43545 0.40909 0.84813
C 2.70345 0.11303 0.55073
C 3.68060 1.17621 0.14363
C 3.24600 -1.21085 0.79960
C 4.53962 -1.44028 1.27219
C 4.89614 -2.70239 1.69583
C 3.93654 -3.71211 1.74136
C 2.66879 -3.48615 1.25430
N 2.43578 -2.28449 0.65472
H -0.10073 6.38930 -1.03300
H 0.07969 4.67831 -1.43134
H 1.45341 5.58506 -0.78206
H -1.13605 5.00197 0.76047
H 0.23210 5.87505 1.38782
H 1.48470 3.95023 1.59575
H 3.23829 1.83486 -0.60184
H 4.57627 0.72806 -0.28169
H 3.96195 1.80463 0.99415
H 5.22935 -0.61339 1.34808
H 5.89497 -2.88539 2.06762
H 4.14558 -4.67189 2.19154
H 1.78642 -5.01136 2.41743
O -1.18894 -5.32825 -0.75507
C -0.50254 -4.82241 0.09968
C -0.68371 -3.61555 0.88808
O -1.42573 -2.55909 0.60846
C 0.31319 -3.47937 1.79992
C 1.48207 -4.38766 1.57368
O 1.34369 -2.07377 -0.09562
C 0.93475 -5.28384 0.44616
O 1.57127 -6.12129 -0.12331
O 0.47607 -2.31995 2.41917
C -2.33752 -0.09912 2.16512
Si -3.15519 0.25245 0.46511
C -3.97777 -1.23388 -0.28898
C -4.43381 1.61372 0.61816
C -1.64337 0.85844 -0.58302
Si -1.25387 0.65794 -2.42593
C 0.56734 1.07051 -2.59688
C -1.57573 -1.10754 -2.92901
C -2.32198 1.86305 -3.38258
H -2.70993 0.56347 2.95543
H -1.23206 0.24202 2.30306
H -2.51794 -1.12096 2.48903
H -4.69592 -1.64629 0.42457
H -3.26369 -2.01885 -0.52164
H -4.53068 -0.94834 -1.18792
H -5.30780 1.22273 1.14463
H -4.77179 1.94244 -0.36798
H -4.07231 2.48479 1.16594
H -0.91103 0.24986 -0.04978
H 1.16565 0.37835 -1.99459
H 0.78475 2.09049 -2.27018
H 0.89638 0.97132 -3.63387
H -1.06718 -1.79782 -2.25012
H -1.20631 -1.29647 -3.93926
H -2.63951 -1.34759 -2.91268
H -2.02997 2.89602 -3.18425
H -3.37576 1.75371 -3.11627
H -2.23319 1.68935 -4.45690
*
```

=====

No. 4
ORCA calculation (wB97M-V/def2-TZVPD) on an isolated molecule of C22H32N4S2.

Calculated values
SMILES = Cc1ccc(NC(=S)N(CCCN2CCN(C)CC2)Cc2cccs2)cc1C
Largest force on an atom = 0.614 eV/A
E = -50964.6990 eV

ORCA input file:
```
! RIJCOSX wB97M-V def2-TZVPD def2/J DEFGRID3
* xyz 0 1
C -5.52165 -1.97198 -0.30692
C -4.61200 -0.79067 -0.44827
C -4.41078 -0.20370 -1.68981
C -3.57456 0.88484 -1.84763
C -2.90870 1.40145 -0.74446
C -3.11920 0.83201 0.50553
C -3.96365 -0.25391 0.66765
C -4.18954 -0.82719 2.03246
H -3.95456 -1.89059 2.04681
H -5.23384 -0.71433 2.32340
H -3.56901 -0.32373 2.76930
H -2.62668 1.25885 1.36777
N -2.05981 2.51727 -0.90472
C -1.05984 2.83518 -0.01509
N -0.16275 1.87628 0.28302
C 0.81864 2.10188 1.32258
C 2.02132 2.96233 0.91066
H 1.66722 3.96416 0.66624
C 2.81331 2.43876 -0.28928
N 3.05957 1.00564 -0.24073
C 3.62038 0.50141 -1.48232
C 3.66388 -1.02256 -1.43703
N 4.49085 -1.45810 -0.32924
C 4.62713 -2.89651 -0.29192
H 5.07427 -3.23572 -1.22535
H 5.28694 -3.16982 0.53021
H 3.66270 -3.41211 -0.15582
C 3.95485 -0.93170 0.91112
C 3.92027 0.59166 0.85320
H 3.52738 0.97710 1.79396
H 4.94715 0.97160 0.71719
H 4.59968 -1.25178 1.73276
H 2.93191 -1.30732 1.10110
H 4.09647 -1.40202 -2.36590
H 2.63161 -1.41178 -1.34771
H 2.99164 0.82292 -2.31702
H 4.64153 0.88513 -1.64634
H 2.24103 2.63359 -1.20131
H 3.75565 3.00895 -0.36236
H 2.66989 3.04804 1.78368
H 0.31688 2.61151 2.15056
H 1.15948 1.12417 1.66460
C 0.02059 0.69860 -0.54602
C -0.58247 -0.56808 -0.02989
C -1.21611 -1.53020 -0.75326
C -1.58029 -2.65810 0.01607
C -1.20871 -2.54440 1.31398
S -0.39994 -1.05829 1.62249
H -1.35405 -3.23683 2.11921
H -2.09697 -3.51083 -0.38668
H -1.43220 -1.43248 -1.80173
H -0.38606 0.89402 -1.54182
H 1.10747 0.55080 -0.62151
S -0.96577 4.37696 0.58290
H -2.51402 3.33640 -1.29034
H -3.43468 1.33561 -2.81900
H -4.92031 -0.60642 -2.55379
H -4.98159 -2.82346 0.10635
H -5.93477 -2.25812 -1.27072
H -6.34521 -1.74441 0.36919
*
```